Entry 1:
Here is a cluster of 2 separate species, C7H16NO in total in a non-equilibrium geometry from OMol25. Energies are from ωB97M-V with the def2-TZVPD basis set.

- LUMO level: 0.1411 hartree
- E_tot: -11053.593 eV
- F_max: 0.0254 Eh/bohr
- Net charge: -1

Structure (XYZ):
```
25
Properties=species:S:1:pos:R:3:lowdin_charge:R:1
C -1.096 0.181 2.020 -0.129
C 1.318 -0.317 2.621 -0.133
C -0.660 -0.974 -1.976 -0.114
C 1.699 -0.005 -2.150 -0.101
C -1.442 1.597 -1.078 -0.085
C 0.339 0.083 1.520 -0.323
C 0.318 0.098 -1.573 -0.415
N -0.159 1.334 -1.310 -0.377
O 0.694 2.303 -1.126 -0.207
H -1.168 0.854 2.873 0.060
H -1.715 0.571 1.212 0.036
H -1.474 -0.794 2.319 0.058
H 1.039 -1.273 3.066 0.058
H 1.345 0.435 3.408 0.058
H 2.320 -0.414 2.209 0.059
H -1.260 -0.714 -2.866 0.062
H -1.365 -1.202 -1.171 0.052
H -0.114 -1.891 -2.208 0.057
H 2.295 0.819 -1.763 0.051
H 1.711 0.059 -3.254 0.060
H 2.175 -0.952 -1.876 0.054
H -2.218 0.903 -1.341 0.012
H 0.388 -0.640 0.707 0.084
H -1.702 2.611 -0.835 0.030
H 0.642 1.042 1.106 0.093
```

=====

Entry 2:
Here is a cluster of 12 separate species, C36H90O17 in total in a non-equilibrium geometry from OMol25. Energies are from ωB97M-V with the def2-TZVPD basis set.

- LUMO level: 0.0217 hartree
- E_tot: -73588.539 eV
- F_max: 0.0537 Eh/bohr
- SMILES string: C1CCOC1.C1CCOC1.C1CCOC1.COCCOC.COCCOC.COCCOC.COCCOC.COCCOC.CO.CO.CO.CO

Structure (XYZ):
```
143
Properties=species:S:1:pos:R:3:lowdin_charge:R:1
C 6.572 -0.909 0.161 -0.182
C 5.216 -0.694 -0.483 -0.150
C 5.186 0.837 -0.641 -0.158
O 6.031 1.298 0.433 -0.153
C 6.792 0.272 1.058 -0.205
H 7.309 -0.913 -0.642 0.113
H 6.608 -1.835 0.736 0.114
H 4.418 -1.097 0.141 0.107
H 5.222 -1.228 -1.433 0.091
H 4.183 1.263 -0.616 0.099
H 5.666 1.107 -1.582 0.102
H 6.275 0.095 2.001 0.113
H 7.822 0.580 1.235 0.121
C 1.556 1.455 2.538 -0.167
C 2.247 2.543 3.342 -0.151
C 2.186 1.901 4.739 -0.213
O 0.957 1.217 4.821 -0.110
C 0.481 1.002 3.503 -0.206
H 2.239 0.611 2.441 0.098
H 1.228 1.822 1.565 0.090
H 1.698 3.483 3.310 0.109
H 3.261 2.793 3.031 0.111
H 2.203 2.584 5.589 0.115
H 3.016 1.226 4.947 0.111
H -0.461 1.486 3.244 0.102
H 0.234 -0.048 3.349 0.103
C 5.947 -0.360 -4.309 -0.160
C 5.050 -1.613 -4.302 -0.157
C 3.669 -1.010 -3.950 -0.182
O 3.853 0.414 -3.750 -0.159
C 4.982 0.793 -4.512 -0.213
H 6.640 -0.333 -5.151 0.108
H 6.484 -0.274 -3.365 0.095
H 5.347 -2.433 -3.649 0.099
H 5.050 -2.106 -5.274 0.101
H 3.329 -1.540 -3.060 0.106
H 2.970 -1.262 -4.748 0.105
H 5.382 1.689 -4.038 0.113
H 4.610 1.000 -5.516 0.126
C -3.250 -8.081 -0.228 -0.109
O -3.235 -6.700 -0.546 -0.162
C -3.353 -5.895 0.608 -0.222
C -3.424 -4.435 0.230 -0.197
O -2.281 -3.932 -0.443 -0.167
C -2.337 -2.655 -0.929 -0.118
H -3.835 -8.397 0.635 0.084
H -2.230 -8.364 0.030 0.082
H -3.517 -8.588 -1.155 0.090
H -2.478 -5.985 1.253 0.117
H -4.187 -6.181 1.248 0.127
H -3.557 -3.927 1.185 0.114
H -4.347 -4.308 -0.334 0.127
H -1.396 -2.334 -1.376 0.090
H -2.547 -1.876 -0.196 0.065
H -3.167 -2.620 -1.635 0.095
C 1.209 -5.352 3.785 -0.072
O 0.240 -4.340 3.339 -0.194
C 0.138 -4.181 1.942 -0.213
C 1.315 -3.412 1.391 -0.185
O 1.479 -2.183 2.098 -0.191
C 2.395 -2.216 3.166 -0.090
H 0.962 -6.291 3.290 0.087
H 1.143 -5.478 4.866 0.086
H 2.256 -5.075 3.660 0.071
H -0.834 -3.717 1.774 0.109
H 0.111 -5.146 1.435 0.121
H 1.130 -3.226 0.333 0.109
H 2.175 -4.082 1.390 0.124
H 2.440 -1.192 3.535 0.071
H 3.426 -2.387 2.857 0.089
H 2.101 -2.913 3.951 0.080
C -0.145 6.458 1.056 -0.115
O 0.534 5.339 0.548 -0.218
C 1.963 5.597 0.305 -0.124
C 2.512 4.297 -0.333 -0.174
O 1.759 3.854 -1.455 -0.201
C 2.350 2.974 -2.391 -0.086
H 0.055 6.779 2.078 0.090
H -1.203 6.211 1.147 0.077
H -0.081 7.228 0.286 0.094
H 2.470 5.925 1.212 0.125
H 2.084 6.399 -0.423 0.120
H 2.551 3.484 0.392 0.110
H 3.536 4.474 -0.663 0.127
H 2.323 1.950 -2.018 0.065
H 3.380 3.072 -2.734 0.089
H 1.664 2.841 -3.228 0.086
C -7.599 -0.520 -1.530 -0.092
O -7.188 -0.143 -0.194 -0.180
C -5.851 -0.575 0.077 -0.176
C -4.823 0.417 -0.487 -0.175
O -4.513 0.097 -1.862 -0.214
C -3.548 0.983 -2.502 -0.085
H -8.655 -0.287 -1.665 0.082
H -7.547 -1.605 -1.614 0.079
H -7.001 -0.141 -2.359 0.080
H -5.632 -1.596 -0.236 0.117
H -5.796 -0.528 1.165 0.112
H -3.875 0.372 0.050 0.099
H -5.121 1.463 -0.422 0.116
H -4.025 1.963 -2.509 0.074
H -3.321 0.826 -3.556 0.084
H -2.626 1.157 -1.947 0.069
C -2.367 -1.076 2.457 -0.111
O -2.671 0.310 2.455 -0.212
C -3.683 0.703 3.413 -0.160
C -4.010 2.206 3.236 -0.155
O -4.641 2.544 1.952 -0.209
C -4.963 3.927 1.836 -0.104
H -3.226 -1.717 2.258 0.075
H -2.026 -1.414 3.435 0.093
H -1.590 -1.327 1.736 0.069
H -3.408 0.477 4.443 0.124
H -4.593 0.113 3.297 0.112
H -3.072 2.753 3.330 0.109
H -4.565 2.626 4.074 0.119
H -5.360 4.047 0.828 0.089
H -4.086 4.553 2.001 0.078
H -5.743 4.207 2.543 0.084
C -0.805 -1.250 -4.498 -0.135
O 0.510 -1.198 -3.936 -0.140
H -1.453 -0.743 -3.783 0.057
H -0.883 -0.780 -5.478 0.073
H -1.127 -2.285 -4.615 0.074
H 0.505 -0.561 -3.218 0.022
C -1.158 3.336 -3.617 -0.187
O -1.266 3.064 -4.969 -0.106
H -0.674 2.471 -3.165 0.071
H -0.627 4.268 -3.421 0.084
H -2.157 3.444 -3.193 0.071
H -1.912 3.636 -5.388 0.080
C 0.997 -0.535 -0.398 -0.129
O 0.303 0.146 -1.419 -0.144
H 1.804 0.119 -0.068 0.069
H 0.374 -0.735 0.473 0.069
H 1.380 -1.450 -0.850 0.080
H 0.012 0.993 -1.075 0.029
C -1.402 2.945 0.668 -0.138
O -0.366 2.579 -0.183 -0.139
H -2.006 3.737 0.225 0.080
H -1.999 2.044 0.813 0.077
H -0.984 3.453 1.537 0.079
H 0.305 3.264 -0.240 0.041
```

=====

Entry 3:
Here is a structure of composition C43H26BaN11OS2 in a non-equilibrium geometry from OMol25. Energies are from ωB97M-V with the def2-TZVPD basis set.

- LUMO level (spin up / spin down): 0.1209 / 0.1210 hartree
- E_tot: -85819.432 eV
- Multiplicity: 2
- F_max: 0.0861 Eh/bohr
- Expectation value of S²: 0.77
- Net charge: -2

Structure (XYZ):
```
84
Properties=species:S:1:pos:R:3:lowdin_charge:R:1
Ba 0.373 -0.303 0.102 2.066
C -2.130 -6.568 -0.461 -0.115
C -2.318 -6.487 0.927 -0.114
C -2.235 -5.270 1.590 -0.034
C -1.947 -4.133 0.844 -0.109
C -1.794 -2.714 1.189 -0.295
N -2.188 -2.175 2.360 0.185
C -2.065 -0.879 2.627 -0.303
C -2.954 -0.147 3.545 -0.106
C -4.069 -0.520 4.287 -0.032
C -4.748 0.468 4.985 -0.109
C -4.334 1.808 4.932 -0.110
C -3.232 2.181 4.175 -0.028
C -2.546 1.188 3.489 -0.105
C -1.417 1.227 2.544 -0.296
N -0.726 2.349 2.239 0.199
C -0.204 2.521 1.035 -0.334
N -0.594 1.834 -0.078 -0.119
C -0.092 2.435 -1.180 -0.330
N -0.424 2.129 -2.433 0.192
C -0.959 0.940 -2.741 -0.296
N -0.851 -0.191 -2.029 -0.032
C -1.434 -1.219 -2.697 -0.291
N -1.576 -2.470 -2.296 0.196
C -1.506 -2.845 -0.998 -0.315
N -1.444 -2.031 0.073 -0.039
C -1.760 -4.215 -0.541 -0.117
C -1.859 -5.432 -1.208 -0.038
C -1.988 -0.702 -3.967 -0.099
C -2.727 -1.291 -4.981 -0.027
C -3.164 -0.482 -6.023 -0.106
C -2.879 0.889 -6.040 -0.107
C -2.148 1.476 -5.014 -0.025
C -1.703 0.661 -3.986 -0.098
C 0.797 3.552 -0.759 -0.104
C 1.645 4.387 -1.461 -0.016
C 2.449 5.257 -0.727 -0.083
C 2.399 5.285 0.667 -0.073
C 1.528 4.455 1.368 -0.011
C 0.733 3.597 0.634 -0.110
N -1.181 -0.006 2.071 -0.030
H -2.199 -7.532 -0.952 0.085
H -2.531 -7.390 1.487 0.085
H -2.391 -5.197 2.660 0.103
H -4.393 -1.554 4.306 0.104
H -5.619 0.207 5.574 0.086
H -4.889 2.559 5.480 0.086
H -2.911 3.214 4.111 0.107
H -1.727 -5.479 -2.283 0.104
H -2.955 -2.350 -4.946 0.106
H -3.738 -0.914 -6.834 0.087
H -3.240 1.499 -6.860 0.087
H -1.928 2.537 -5.009 0.107
H 1.699 4.337 -2.542 0.111
H 3.151 5.900 -1.243 0.093
H 3.078 5.927 1.214 0.102
H 1.505 4.445 2.450 0.118
O 1.551 -1.871 -0.868 -0.568
N 1.944 -2.239 -2.091 -0.202
C 1.701 -3.510 -2.490 -0.048
C 2.076 -3.967 -3.718 -0.092
C 2.732 -3.073 -4.576 -0.108
C 2.947 -1.783 -4.176 -0.113
C 2.531 -1.288 -2.908 -0.705
S 2.698 0.322 -2.393 0.603
H 1.184 -4.107 -1.753 0.126
H 1.855 -4.988 -3.996 0.091
H 3.056 -3.396 -5.558 0.093
H 3.430 -1.065 -4.823 0.089
N 4.822 3.156 5.272 -0.004
C 5.037 3.190 3.878 -0.860
S 6.289 4.207 3.292 0.370
C 4.165 2.396 3.096 -0.285
C 4.296 2.259 1.682 -0.061
C 3.407 1.502 0.966 -0.173
N 2.361 0.809 1.509 -0.124
C 2.237 0.921 2.849 -0.195
C 3.068 1.661 3.655 -0.047
H 5.610 3.543 5.767 0.034
H 4.517 2.268 5.641 0.050
H 5.100 2.777 1.177 0.072
H 3.508 1.421 -0.109 0.031
H 1.404 0.377 3.294 0.093
H 2.836 1.710 4.711 0.081
```

=====

Entry 4:
Here is the ion C14H22N with charge +1 in a non-equilibrium geometry from OMol25. Energies are from ωB97M-V with the def2-TZVPD basis set.

- LUMO level (spin up / spin down): -0.1546 / -0.1547 hartree
- E_tot: -16353.859 eV
- F_max: 0.0764 Eh/bohr
- Net charge: +1

Structure (XYZ):
```
37
Properties=species:S:1:pos:R:3:lowdin_charge:R:1
C 1.053 2.105 2.815 -0.010
C 1.645 2.130 1.561 -0.018
C -0.135 1.448 2.886 0.004
C 1.056 1.464 0.519 0.001
C -0.782 0.909 1.767 -0.147
C -1.204 -1.209 -0.338 -0.129
C 0.201 -1.718 -0.620 -0.230
C -0.742 0.217 -0.538 -0.201
C -2.089 0.243 2.206 0.001
C 1.029 -1.950 0.596 -0.028
C 2.090 -2.016 -2.145 -0.095
C -1.463 2.226 -1.849 -0.060
C 0.579 -2.253 -1.934 -0.190
C -0.833 0.843 -1.918 -0.165
N -0.195 0.839 0.565 0.018
H 1.626 2.573 3.597 0.129
H 2.528 2.636 1.150 0.137
H -0.495 1.504 3.883 0.126
H 1.668 1.529 -0.306 0.118
H -1.897 -1.791 -0.935 0.135
H -1.575 -1.509 0.616 0.076
H -2.816 0.243 1.410 0.093
H -1.980 -0.677 2.735 0.095
H -2.646 0.805 2.915 0.083
H 1.732 -2.886 0.375 0.139
H 0.204 -2.231 1.342 0.113
H 1.572 -1.009 0.739 0.080
H 2.733 -2.393 -1.278 0.075
H 2.471 -0.960 -2.251 0.087
H 2.633 -2.632 -2.918 0.090
H -2.499 2.195 -1.979 0.051
H -1.170 3.000 -2.500 0.058
H -1.378 2.676 -0.737 0.125
H 0.412 -3.313 -2.092 0.138
H -0.058 -1.860 -2.639 0.080
H 0.131 0.842 -2.298 0.078
H -1.405 -0.017 -2.405 0.142
```